ORCA calculation (wB97M-V/def2-TZVPD) on a single C21H30N4O2 molecule.

As for the gap between HOMO and LUMO: 8.167 eV. The lowest unoccupied orbital energy comes out at 0.0 eV. The calculation puts the energy relative to the best compared isomer or geometry (same formula, charge and spin) at 9.2 kcal/mol. The value obtained for the HOMO energy is -0.3005 Eh.

The geometry in ORCA input format:
```
! wB97M-V def2-TZVPD RIJCOSX def2/J DEFGRID3
* xyz 0 1
H -1.856 0.556 2.728
H -1.764 0.406 -2.638
C -1.479 0.101 -0.523
H -3.797 6.937 -1.392
H 6.502 -2.922 -0.995
H -4.912 5.573 2.491
C 4.083 -4.153 -1.554
H 4.705 -3.315 -3.436
H 3.476 -2.217 -0.801
H 0.869 -4.214 -2.114
H -4.517 8.244 1.664
H 1.466 -5.499 -1.037
H 3.071 -3.144 1.201
N -1.725 0.736 0.686
C 1.044 -4.482 -1.075
N 1.896 -3.485 -0.466
C -4.442 5.396 1.535
C 0.741 -1.237 2.581
H -2.806 2.649 -2.381
C -3.251 3.923 0.044
C -2.642 2.616 -0.210
C 6.062 -2.590 -1.933
C -5.071 7.731 0.878
H 0.201 -1.982 0.753
C -1.332 0.063 1.910
H 6.868 -2.351 -2.623
C -4.437 6.408 0.579
O -0.956 -1.004 -0.551
C -3.858 4.174 1.276
H -2.748 4.788 -1.860
H -5.086 8.366 -0.004
C 1.071 -3.545 1.851
H 0.680 0.364 1.176
H 5.796 -4.537 -2.784
H -3.866 3.392 2.018
C -2.468 2.087 -1.524
H 0.082 -4.493 -0.565
O 1.263 -1.395 3.667
C 5.171 -3.680 -2.518
C -3.236 4.938 -0.909
N -2.275 1.921 0.833
H 1.406 -3.637 2.887
H 4.543 -4.448 -0.608
C 2.251 -3.801 0.904
H 3.598 -5.033 -1.982
C -3.822 6.161 -0.640
H 2.606 -2.741 -2.247
C 0.190 0.113 2.119
H 2.581 -4.847 1.027
C -1.909 0.864 -1.672
H -6.092 7.594 1.229
C 3.015 -3.079 -1.290
H -1.664 -0.976 1.833
H 0.270 -4.268 1.671
H 5.496 -1.681 -1.745
N 0.553 -2.212 1.677
H 0.454 0.869 2.857
*
```

Here are the Mulliken charges for atoms 1 to 5, given in e: 0.417 0.457 0.581 0.308 0.295